Record 1
The following is a DFT calculation (ωB97M-V with the def2-TZVPD basis set) of a structure of composition C50H52N7S6Sm.

Values from the calculation:
Energy above the lowest of the compared OMol25 structures with the same formula, charge and spin   0.0 kJ/mol
Charge   -2
Electronic energy   -5367.01402 Ha
HOMO energy (spin up / spin down)   -1.98 / -2.00 eV
Multiplicity   6

Geometry as XYZ:
```
116
Properties=species:S:1:pos:R:3:lowdin_charge:R:1
Sm 0.1568 -0.3659 0.2118 1.34
C -3.5228 -5.8182 -2.3977 -0.10
C -2.1529 -5.5378 -1.6877 -0.16
C -2.0635 -4.1564 -1.0155 -0.11
C -2.8123 -3.8413 0.0770 -0.13
C -3.6222 -4.6837 1.0225 -0.23
C -2.7973 -5.0436 2.2068 -0.08
C -2.5470 -2.3956 0.2974 -0.23
C -3.0388 -1.7160 1.4007 0.04
C -2.8341 -0.3821 1.7343 -0.25
C -3.3378 0.3283 2.8967 -0.12
C -4.2625 -0.2965 3.9528 -0.18
C -3.4875 -0.7588 5.1837 -0.10
C -2.8025 1.6164 2.9118 -0.10
C -1.9747 1.5975 1.7342 -0.31
C -1.3898 2.7745 1.1485 0.07
C -0.5743 2.8819 0.0437 -0.28
N -0.1796 1.8634 -0.7306 0.00
C 0.3867 2.4320 -1.8013 -0.21
C 0.9932 1.7405 -2.8889 0.03
C 0.8592 0.3695 -3.1944 -0.22
N 0.2086 -0.4927 -2.3693 0.03
C 0.0761 -1.6459 -3.0519 -0.24
C -0.5707 -2.8176 -2.6168 0.05
C -1.4204 -2.9150 -1.4502 -0.26
N -1.6651 -1.8973 -0.6266 0.01
C 0.5693 -1.4588 -4.4287 -0.16
C 1.0990 -0.1985 -4.5469 -0.14
C 1.5147 0.5635 -5.7335 -0.20
C 3.0454 0.6686 -5.6784 -0.09
C 0.4794 -2.4609 -5.4622 -0.22
C -0.6980 -2.2321 -6.3906 -0.09
C 0.3901 3.9161 -1.7064 -0.11
C -0.1982 4.1536 -0.5240 -0.16
C -0.5863 5.4478 0.1001 -0.20
C -2.0533 5.6368 -0.1720 -0.12
C 1.1051 4.8141 -2.6570 -0.22
C 2.4638 5.2674 -2.1849 -0.09
N -1.9504 0.4698 1.0834 -0.04
C -3.0228 2.7823 3.9189 -0.15
C -4.3457 3.5615 3.6242 -0.10
H -3.6699 -6.8453 -2.5630 0.04
H -3.5911 -5.2415 -3.3082 0.06
H -4.4234 -5.5299 -1.7963 0.08
H -1.4047 -5.8303 -2.4341 0.10
H -1.9975 -6.2514 -0.9124 0.08
H -3.9004 -5.6118 0.5272 0.10
H -4.5594 -4.1764 1.2936 0.11
H -1.9816 -5.5484 1.7793 0.07
H -3.3778 -5.6648 2.8393 0.06
H -2.5718 -4.1125 2.8067 0.10
H -3.8446 -2.1839 1.9561 0.10
H -4.8665 -1.1523 3.5809 0.10
H -4.9526 0.5063 4.2626 0.10
H -2.7525 -1.5320 4.9510 0.07
H -4.0717 -1.0036 6.0804 0.07
H -2.8672 0.0233 5.5453 0.05
H -1.6474 3.7132 1.6385 0.09
H 1.7346 2.2891 -3.4044 0.08
H -0.8185 -3.5362 -3.3655 0.09
H 1.1016 1.5638 -5.7112 0.10
H 1.0995 0.0814 -6.6679 0.11
H 3.2648 1.2125 -4.7287 0.08
H 3.6025 1.1759 -6.4898 0.07
H 3.5086 -0.2806 -5.5155 0.06
H 0.4551 -3.3890 -4.9728 0.08
H 1.4396 -2.4666 -6.1006 0.14
H -1.6966 -2.3164 -5.9808 0.07
H -0.5965 -2.8837 -7.2567 0.06
H -0.6353 -1.2127 -6.7393 0.05
H -0.0337 6.2479 -0.4594 0.12
H -0.3774 5.5622 1.1689 0.11
H -2.2205 5.6596 -1.2729 0.09
H -2.4385 6.6600 0.2310 0.10
H -2.7317 4.9345 0.2598 0.05
H 0.5617 5.7407 -2.9156 0.11
H 1.1208 4.3267 -3.6736 0.11
H 2.3628 5.8822 -1.2979 0.07
H 2.9854 5.7220 -3.0497 0.08
H 3.1142 4.4701 -1.8464 0.06
H -2.1897 3.5044 3.8198 0.10
H -3.0937 2.3905 4.9312 0.09
H -4.5943 3.6669 2.5804 0.06
H -4.2324 4.6101 4.0027 0.07
H -5.2002 3.1038 4.0511 0.04
S 1.6897 -6.4130 4.5968 0.41
C 1.5006 -5.0544 3.6928 -1.61
S 0.9342 -3.6378 4.3107 0.87
C 0.9923 -2.5852 2.9065 -1.15
C 1.4865 -3.1814 1.8296 -1.19
S 1.8638 -2.4969 0.2875 0.44
S 2.1134 -4.8059 2.1054 0.85
S 0.3224 -0.9518 3.0922 0.43
S 4.7373 2.1176 5.0208 0.47
C 4.6588 0.5762 4.3524 -0.89
N 3.9907 0.2723 3.2075 0.10
C 4.0160 -0.8990 2.5704 -0.07
C 4.8227 -1.9036 3.0501 -0.03
C 5.3842 -1.6064 4.3017 -0.16
N 5.3395 -0.4633 4.8812 0.04
H 3.3635 0.9986 2.8430 0.10
H 3.4808 -0.8877 1.6425 0.05
H 4.9094 -2.8728 2.5928 0.10
H 6.0151 -2.3947 4.7993 0.12
N 6.5922 4.2890 -0.1010 0.12
C 5.5994 3.7560 0.0066 -0.22
C 4.4395 2.8902 0.1383 -0.26
C 3.4410 3.0869 1.0735 -0.07
C 2.3986 2.1780 1.0830 -0.21
C 2.2926 1.0560 0.3157 -0.28
C 3.2631 0.9165 -0.7019 -0.14
C 4.3529 1.7866 -0.7435 -0.05
H 3.3212 4.0125 1.6465 0.12
H 1.7820 2.3834 2.0115 0.12
H 3.3112 0.0805 -1.3614 0.08
H 5.1364 1.7052 -1.5260 0.11
```

Record 2
The following is a DFT calculation (ωB97M-V with the def2-TZVPD basis set) of a structure of composition C50H53N2O3P2RbS2.

Values from the calculation:
Energy above the lowest of the compared OMol25 structures with the same formula, charge and spin   140.6 kJ/mol
Electronic energy   -3775.46835 Ha
HOMO energy   -5.65 eV

Geometry as XYZ:
```
113
Properties=species:S:1:pos:R:3:lowdin_charge:R:1
Rb 1.4168 -0.2118 0.0532 0.93
C 1.8734 -2.1473 3.7238 -0.28
P 0.9039 -2.4038 2.1714 0.98
C 1.0267 -4.2316 1.9179 -0.37
C 1.5431 -5.1577 2.8193 -0.10
C 1.6609 -6.4952 2.4745 -0.09
C 1.2696 -6.9318 1.2194 -0.10
C 0.7660 -6.0182 0.3042 -0.09
C 0.6539 -4.6823 0.6506 -0.11
C -0.7362 -2.2890 2.9935 -0.34
C -1.4620 -1.1108 2.8615 -0.11
C -2.5984 -0.8912 3.6230 -0.08
C -3.0244 -1.8562 4.5221 -0.09
C -2.3305 -3.0520 4.6308 -0.09
C -1.1932 -3.2680 3.8722 -0.08
C 1.8668 -0.6548 3.8674 -0.43
C 2.2245 0.1920 4.9021 -0.07
C 2.0719 1.4950 4.3966 -0.10
C 1.6172 1.3575 3.0911 -0.43
C 1.4969 2.4281 2.0503 -0.33
P 0.6257 4.0371 2.4480 1.07
C -1.0558 3.8196 1.7188 -0.38
C -1.6208 2.6508 1.2248 -0.11
C -2.9153 2.6628 0.7246 -0.10
C -3.6549 3.8329 0.7073 -0.09
C -3.1060 5.0031 1.2122 -0.09
C -1.8155 4.9906 1.7058 -0.11
C 0.0380 3.8777 4.1865 -0.40
C -0.7252 2.8048 4.6393 -0.08
C -1.1835 2.7856 5.9444 -0.07
C -0.8909 3.8297 6.8102 -0.09
C -0.1297 4.8987 6.3669 -0.10
C 0.3284 4.9209 5.0584 -0.12
N 1.4863 0.0418 2.7675 -0.12
H 2.8866 -2.5438 3.5847 0.08
H 1.4093 -2.6517 4.5772 0.08
H 1.8653 -4.8331 3.7992 0.10
H 2.0587 -7.2018 3.1913 0.10
H 1.3662 -7.9759 0.9507 0.10
H 0.4699 -6.3507 -0.6835 0.10
H 0.2812 -3.9596 -0.0689 0.07
H -1.1034 -0.3488 2.1809 0.07
H -3.1420 0.0410 3.5296 0.10
H -3.8915 -1.6746 5.1428 0.10
H -2.6680 -3.8126 5.3225 0.10
H -0.6528 -4.2006 3.9637 0.10
H 2.5622 -0.0869 5.8877 0.08
H 2.2830 2.4188 4.9131 0.09
H 1.0466 2.0308 1.1360 -0.01
H 2.5056 2.7701 1.7783 0.07
H -1.0702 1.7188 1.2383 0.08
H -3.3578 1.7464 0.3576 0.08
H -4.6607 3.8323 0.3102 0.10
H -3.6864 5.9164 1.2217 0.10
H -1.3724 5.8959 2.1028 0.10
H -0.9467 1.9777 3.9785 0.10
H -1.7714 1.9469 6.2940 0.10
H -1.2457 3.8005 7.8321 0.10
H 0.1075 5.7121 7.0402 0.10
H 0.9284 5.7496 4.7018 0.09
O 3.2890 0.2619 -1.4859 -0.73
S 4.2777 0.2008 -2.5761 1.01
C 3.9647 1.6744 -3.6572 -0.29
C 2.5077 2.1216 -3.6772 -0.21
C 2.1628 3.0010 -2.4724 -0.23
C 0.7946 3.6536 -2.5520 -0.28
S -0.5801 2.4914 -2.0884 1.00
O 0.0521 1.3753 -1.3585 -0.71
C -0.9031 1.8345 -3.7454 -0.36
C -1.3441 2.6697 -4.7621 -0.09
C -1.6136 2.1367 -6.0109 -0.07
C -1.4596 0.7749 -6.2341 -0.07
C -1.0535 -0.0578 -5.2012 -0.06
C -0.7840 0.4700 -3.9498 -0.08
C 3.6396 -1.0158 -3.7517 -0.37
C 2.3804 -1.5602 -3.5757 -0.06
C 1.9266 -2.5220 -4.4636 -0.06
C 2.7360 -2.9422 -5.5068 -0.07
C 4.0027 -2.3977 -5.6711 -0.07
C 4.4603 -1.4337 -4.7892 -0.09
H 4.3207 1.3865 -4.6451 0.09
H 4.6091 2.4624 -3.2651 0.09
H 1.8545 1.2460 -3.7006 0.10
H 2.3292 2.6851 -4.5989 0.13
H 2.9133 3.7911 -2.3804 0.13
H 2.2109 2.3973 -1.5653 0.08
H 0.5775 4.0492 -3.5425 0.08
H 0.7141 4.4594 -1.8218 0.09
H -1.4773 3.7281 -4.5787 0.11
H -1.9449 2.7829 -6.8118 0.11
H -1.6614 0.3645 -7.2134 0.10
H -0.9414 -1.1191 -5.3759 0.10
H -0.4727 -0.1551 -3.1231 0.08
H 1.7652 -1.2450 -2.7442 0.08
H 0.9419 -2.9459 -4.3280 0.09
H 2.3878 -3.7064 -6.1873 0.11
H 4.6355 -2.7330 -6.4809 0.11
H 5.4521 -1.0135 -4.8994 0.11
C -2.8423 -0.7041 -0.7801 -0.02
N -2.8548 -1.7280 -1.8087 -0.14
C -4.1199 -1.9959 -2.4569 -0.04
C -1.7082 -2.3850 -2.0803 -0.51
C -1.8000 -3.5206 -3.0787 0.01
O -0.6473 -2.0800 -1.5506 -0.02
H -3.8032 -0.6905 -0.2683 0.10
H -2.6394 0.2788 -1.2146 0.08
H -2.0605 -0.9359 -0.0586 0.08
H -4.7105 -1.0816 -2.4595 0.09
H -4.6862 -2.7717 -1.9325 0.10
H -3.9795 -2.3049 -3.4900 0.08
H -2.6130 -4.1965 -2.8219 0.09
H -0.8611 -4.0677 -3.0676 0.08
H -1.9736 -3.1312 -4.0820 0.08
```